{
  "formula": "C19H16F6N2O3",
  "method": "ωB97M-V/def2-TZVPD",
  "species": ["C", "C", "C", "C", "C", "C", "N", "N", "C", "O", "C", "C", "C", "O", "C", "C", "F", "F", "F", "C", "C", "C", "O", "C", "C", "F", "F", "F", "C", "C", "H", "H", "H", "H", "H", "H", "H", "H", "H", "H", "H", "H", "H", "H", "H", "H"],
  "xyz": [[-6.5488, -3.1566, -0.0563], [-5.2719, -2.4206, -0.3124], [-4.1024, -2.7688, 0.3525], [-2.9285, -2.0704, 0.1441], [-2.8918, -0.9992, -0.7507], [-1.6773, -0.2271, -1.0084], [-0.7777, 0.1671, -0.1979], [-0.8635, -0.0627, 1.1290], [0.1368, 0.3028, 1.9841], [0.0051, 0.1983, 3.1799], [1.4013, 0.7566, 1.3135], [2.3494, -0.1971, 0.9910], [3.5790, 0.1749, 0.4525], [4.4286, -0.8589, 0.1633], [5.6825, -0.5596, -0.3827], [6.3947, -1.8893, -0.6205], [7.6109, -1.6785, -1.1505], [5.7349, -2.6775, -1.4702], [6.5782, -2.5807, 0.5044], [3.8658, 1.5186, 0.2564], [2.9149, 2.4728, 0.5749], [1.6833, 2.1059, 1.0918], [0.7632, 3.0952, 1.4226], [-0.2553, 3.3040, 0.4877], [0.2305, 4.0600, -0.7563], [-0.8160, 4.4910, -1.4812], [0.9699, 5.1324, -0.4624], [0.9671, 3.2962, -1.5765], [-4.0586, -0.6713, -1.4439], [-5.2294, -1.3643, -1.2176], [-7.1113, -2.6563, 0.7329], [-7.1705, -3.1776, -0.9483], [-6.3531, -4.1766, 0.2653], [-4.1086, -3.6008, 1.0417], [-2.0246, -2.3976, 0.6385], [-1.5150, 0.1027, -2.0274], [-1.7189, -0.4392, 1.5412], [2.1577, -1.2446, 1.1599], [5.6010, -0.0464, -1.3513], [6.3030, 0.0339, 0.3036], [4.8134, 1.8420, -0.1428], [3.1285, 3.5200, 0.4266], [-1.0096, 3.9251, 0.9788], [-0.7012, 2.3665, 0.1278], [-4.0407, 0.1454, -2.1510], [-6.1251, -1.0896, -1.7557]],
  "mulliken_charge": [-1.450, 0.865, -0.584, -0.467, 0.509, -0.619, -0.531, 0.195, -0.172, -0.631, 0.483, -0.036, 0.527, -0.379, -0.789, 0.906, -0.276, -0.255, -0.255, -0.541, -0.697, 0.030, -0.546, -0.018, 0.767, -0.290, -0.269, -0.238, -0.702, -0.561, 0.285, 0.379, 0.361, 0.373, 0.569, 0.450, 0.335, 0.528, 0.373, 0.380, 0.423, 0.478, 0.394, -0.124, 0.445, 0.377],
  "smiles": "Cc1ccc(/C=N\\NC(=O)c2cc(OCC(F)(F)F)ccc2OCC(F)(F)F)cc1",
  "e_tot_ev": -45390.1845,
  "total_charge": 0,
  "relative_energy_kj_mol": 0.0,
  "mol_weight_g_mol": 434.34,
  "orbital_gap_ev": 9.08
}